Version a
Here is a cluster of 2 separate species, C4H14N3 in total from the OMol25 dataset. Energies are from ωB97M-V/def2-TZVPD.

Bonds (Å) are listed after each position.
Geometry (Å):
1 C -1.41701 -1.34074 -2.07398  C2 1.482, H3 1.123, H4 1.137, H5 1.009
2 C -1.55712 0.12586 -2.23639  C1 1.482, H6 1.174, H7 1.077, H8 1.225
3 H -2.35800 -1.94835 -2.15377  C1 1.123
4 H -1.09476 -1.84671 -3.04041  C1 1.137
5 H -0.98889 -1.66132 -1.21834  C1 1.009
6 H -1.41558 0.76834 -1.26423  C2 1.174
7 H -2.45556 0.39405 -2.76647  C2 1.077
8 H -0.52943 0.36552 -2.85900  C2 1.225
9 C 0.53536 2.05458 0.75617  N11 1.503, H19 1.121, H20 1.132, H21 1.205
10 C 1.10709 -0.29249 1.52034  N11 1.407, N12 1.368, N13 1.402
11 N 0.31913 0.56716 0.73372  C9 1.503, C10 1.407, H14 1.110
12 N 2.12566 0.16213 2.31213  C10 1.368, H15 1.034, H16 0.993
13 N 0.58637 -1.59107 1.61480  C10 1.402, H17 0.976, H18 1.016
14 H -0.56945 0.17787 0.19444  N11 1.110
15 H 2.36399 1.16750 2.33991  N12 1.034
16 H 2.82887 -0.42044 2.70327  N12 0.993
17 H -0.11974 -1.96551 1.05533  N13 0.976
18 H 0.82825 -2.21444 2.37968  N13 1.016
19 H 1.61293 2.32507 0.61035  C9 1.121
20 H 0.15675 2.65972 1.63455  C9 1.132
21 H 0.04115 2.51327 -0.24211  C9 1.205

orbital gap: 10.7 eV
total charge: +1
lowest unoccupied orbital energy: -3.19 eV

=====

Version b
Here is a cluster of 2 separate species, C4H14N3 in total from the OMol25 dataset. Energies are from ωB97M-V/def2-TZVPD.

Bonds (Å) are listed after each position.
Geometry (Å):
1 C -0.42501 -0.45799 -2.91146  N3 1.450, H11 1.083, H12 1.098, H13 1.086
2 C -0.86053 -0.74726 -0.50695  N3 1.319, N4 1.341, N5 1.323
3 N -0.28272 -1.12369 -1.63162  C1 1.450, C2 1.319, H6 1.005
4 N -1.68753 0.30798 -0.47901  C2 1.341, H7 1.007, H8 1.007
5 N -0.58346 -1.38763 0.61730  C2 1.323, H9 1.007, H10 1.004
6 H 0.17802 -2.01723 -1.63949  N3 1.005
7 H -1.92811 0.74907 -1.35181  N4 1.007
8 H -1.74356 0.88047 0.34757  N4 1.007
9 H 0.07156 -2.15225 0.59533  N5 1.007
10 H -1.06430 -1.23355 1.48454  N5 1.004
11 H 0.06458 0.50746 -2.89450  C1 1.083
12 H -1.47642 -0.25838 -3.15899  C1 1.098
13 H -0.01295 -1.07423 -3.70538  C1 1.086
14 C 1.82627 1.08211 1.65556  C15 1.539, H16 1.091, H17 1.090, H18 1.093
15 C 1.74191 1.98724 2.89759  C14 1.539, H19 1.092, H20 1.090, H21 1.093
16 H 0.83292 0.92313 1.23452  C14 1.091
17 H 2.65114 1.39035 1.01320  C14 1.090
18 H 2.10718 0.07938 1.98891  C14 1.093
19 H 0.79890 2.52758 3.00756  C15 1.092
20 H 1.91394 1.44790 3.82904  C15 1.090
21 H 2.49640 2.77696 2.86647  C15 1.093

orbital gap: 11.5 eV
total charge: +1
lowest unoccupied orbital energy: -3.06 eV

=====

Version c
Here is a cluster of 2 separate species, C4H14N3 in total from the OMol25 dataset. Energies are from ωB97M-V/def2-TZVPD.

Bonds (Å) are listed after each position.
Geometry (Å):
1 C 2.72192 -0.20393 -2.34071  C2 1.533, H5 1.089, H6 1.088, H7 1.089
2 C 1.38164 -0.17499 -1.59798  C1 1.533, N3 1.449, H8 1.097, H9 1.106
3 N 1.09248 -1.48009 -1.03791  C2 1.449, C4 1.453, H10 1.015
4 C -0.13325 -1.47690 -0.25733  N3 1.453, H11 1.088, H12 1.102, H13 1.095
5 H 2.86069 0.68883 -2.94925  C1 1.089
6 H 2.67616 -1.06833 -3.00016  C1 1.088
7 H 3.58315 -0.23863 -1.67448  C1 1.089
8 H 0.61822 0.07648 -2.34413  C2 1.097
9 H 1.31649 0.68412 -0.90473  C2 1.106
10 H 1.85332 -1.74746 -0.42181  N3 1.015
11 H -0.24979 -2.45309 0.20815  C4 1.088
12 H -0.21473 -0.68702 0.50715  C4 1.102
13 H -0.95701 -1.31509 -0.96019  C4 1.095
14 N -0.91995 0.99529 2.61067  C15 1.309, H17 1.004, H18 1.002
15 C -1.81009 1.52038 1.80678  N14 1.309, N16 1.309, H19 1.084
16 N -2.48343 0.86303 0.89724  C15 1.309, H20 1.011, H21 1.013
17 H -0.48394 0.11150 2.42083  N14 1.004
18 H -0.41204 1.60000 3.22721  N14 1.002
19 H -1.94890 2.59416 1.85727  C15 1.084
20 H -3.03714 1.36998 0.22048  N16 1.011
21 H -2.18803 -0.07070 0.63764  N16 1.013

orbital gap: 8.3 eV
total charge: +1
lowest unoccupied orbital energy: -3.98 eV

=====

Stability, highest: version b

=====

Version a
Here is the ion C4H14N3 with charge +1 from the OMol25 dataset. Energies are from ωB97M-V/def2-TZVPD.

Bonds (Å) are listed after each position.
Geometry (Å):
1 C -1.14094 -0.53593 1.71087  C4 1.574, H8 1.121, H9 1.158, H10 1.079
2 C -1.74250 1.14497 -0.21135  C4 1.503, H11 1.161, H12 1.073, H13 1.074
3 C 1.72751 0.42937 -0.90719  N5 1.517, N7 1.571, H14 1.080, H15 1.068
4 C -1.03322 -0.11506 0.19755  C1 1.574, C2 1.503, N6 1.346, N7 1.813
5 N 2.59069 -0.81539 -0.82176  C3 1.517, H16 0.965, H17 0.985
6 N -1.13024 -1.17539 -0.62563  C4 1.346, H18 1.056, H19 1.024
7 N 0.66065 0.53100 0.24118  C3 1.571, C4 1.813, H20 0.985, H21 1.000
8 H -2.07647 -1.15116 1.76029  C1 1.121
9 H -0.45571 -1.41426 2.02620  C1 1.158
10 H -1.29809 0.17713 2.50473  C1 1.079
11 H -2.67328 0.84201 -0.83615  C2 1.161
12 H -2.04625 1.57691 0.72264  C2 1.073
13 H -1.16434 1.89520 -0.71740  C2 1.074
14 H 2.34482 1.31208 -0.83356  C3 1.080
15 H 1.29106 0.43225 -1.88209  C3 1.068
16 H 3.15504 -0.89784 -0.04308  N5 0.965
17 H 3.13903 -1.10056 -1.58920  N5 0.985
18 H -1.36043 -0.92464 -1.62510  N6 1.056
19 H -0.34711 -1.83004 -0.54730  N6 1.024
20 H 0.96370 0.10359 1.07579  N7 0.985
21 H 0.59609 1.51576 0.40056  N7 1.000

orbital gap: 10.9 eV
total charge: +1
lowest unoccupied orbital energy: -2.82 eV

=====

Version b
Here is a cluster of 3 separate species, C4H14N3 in total from the OMol25 dataset. Energies are from ωB97M-V/def2-TZVPD.

Bonds (Å) are listed after each position.
Geometry (Å):
1 N 0.95927 1.29187 0.37006  H8 1.020, H9 1.008, H10 1.012
2 C 5.55971 -0.39219 -0.37316  C3 1.320, H11 1.081, H12 1.084
3 C 4.24156 -0.44721 -0.32581  C2 1.320, H13 1.088, H14 1.084
4 N -1.39205 -0.09656 0.28885  C5 1.382, H15 1.039
5 C -2.61671 0.33647 0.75978  N4 1.382, C6 1.590, H16 1.099, H17 1.095
6 C -3.74326 -0.53471 0.05196  C5 1.590, N7 1.476, H18 1.091, H19 1.087
7 N -3.47688 -0.45726 -1.39774  C6 1.476, H20 1.013, H21 1.018
8 H 0.34446 0.95533 1.11118  N1 1.020
9 H 0.41354 1.73868 -0.35058  N1 1.008
10 H 1.60663 1.94172 0.79758  N1 1.012
11 H 6.18411 -0.70945 0.45075  C2 1.081
12 H 6.04251 0.10042 -1.20922  C2 1.084
13 H 3.70403 -1.06880 0.38704  C3 1.088
14 H 3.56868 -0.02553 -1.06408  C3 1.084
15 H -1.17656 -0.96969 0.80845  N4 1.039
16 H -2.72968 0.26539 1.85095  C5 1.099
17 H -2.83652 1.36239 0.44684  C5 1.095
18 H -4.73235 -0.13206 0.27333  C6 1.091
19 H -3.65429 -1.51591 0.51216  C6 1.087
20 H -2.48374 -0.32257 -1.54456  N7 1.013
21 H -3.78244 -1.32034 -1.84375  N7 1.018

orbital gap: 2.8 eV
total charge: +1
lowest unoccupied orbital energy: -9.22 eV

=====

Stability, highest: version a

=====

Version a
Here is the ion C2H7N2O with charge -1 from the OMol25 dataset. Energies are from ωB97M-V/def2-TZVPD.

Bonds (Å) are listed after each position.
Geometry (Å):
1 C 0.38312 -1.17804 0.11829  N4 1.410, H6 1.132, H7 1.116, H8 1.128
2 C 0.74197 1.16560 0.01149  N4 1.461, H9 1.069, H10 1.079, H11 1.124
3 N -1.65414 0.37104 -0.20987  N4 1.724, O5 1.350, H12 1.074
4 N 0.00534 0.02083 -0.51991  C1 1.410, C2 1.461, N3 1.724
5 O -2.26758 -0.56776 0.54197  N3 1.350
6 H -0.01684 -2.13658 -0.33064  C1 1.132
7 H 1.49674 -1.19095 0.18482  C1 1.116
8 H 0.04135 -1.18289 1.19291  C1 1.128
9 H 0.67980 2.08124 -0.53688  C2 1.069
10 H 0.68744 1.32349 1.07784  C2 1.079
11 H 1.79234 0.88485 -0.27251  C2 1.124
12 H -1.88954 0.40917 -1.25752  N3 1.074

orbital gap: 5.9 eV
total charge: -1
lowest unoccupied orbital energy: 4.55 eV

=====

Version b
Here is a cluster of 2 separate species, C2H7N2O in total from the OMol25 dataset. Energies are from ωB97M-V/def2-TZVPD.

Bonds (Å) are listed after each position.
Geometry (Å):
1 C -2.61136 0.33971 0.16925  C2 1.571, H6 1.147, H7 1.126, H8 1.030
2 C -1.32488 -0.35070 -0.41151  C1 1.571, N4 1.280, H10 1.139
3 N 3.53085 0.31646 -0.21620  H9 0.957, H11 1.055, H12 1.068
4 N -0.42133 -0.66590 0.43856  C2 1.280, O5 1.304
5 O 0.74896 -1.08038 0.03861  N4 1.304
6 H -2.25366 1.27593 0.72703  C1 1.147
7 H -3.27279 0.64382 -0.68946  C1 1.126
8 H -3.14922 -0.25163 0.81922  C1 1.030
9 H 3.35032 1.01497 0.41325  N3 0.957
10 H -1.10487 -0.62607 -1.49485  C2 1.139
11 H 2.57531 -0.12628 -0.15205  N3 1.055
12 H 3.93266 -0.48993 0.35817  N3 1.068

orbital gap: 6.8 eV
total charge: -1
lowest unoccupied orbital energy: 4.49 eV

=====

Stability, highest: version b

=====

Version a
Here is a cluster of 2 separate species, C3H11N4 in total from the OMol25 dataset. Energies are from ωB97M-V/def2-TZVPD.

Bonds (Å) are listed after each position.
Geometry (Å):
1 C 2.92626 -0.60707 0.03147  N4 1.497, H8 1.196, H9 1.084, H10 1.171
2 C -2.39430 -1.35329 0.48593  N7 1.462, H11 1.058, H12 1.081, H13 1.038
3 C -1.60671 0.63025 -0.54629  N6 1.316, N7 1.322, H14 1.050
4 N 2.23994 0.69312 0.31183  C1 1.497, N5 1.235, H17 1.080
5 N 1.00592 0.70792 0.35016  N4 1.235
6 N -0.97817 1.78515 -0.59732  C3 1.316, H15 0.992, H16 1.035
7 N -1.33843 -0.36162 0.28488  C2 1.462, C3 1.322, H18 1.025
8 H 4.10765 -0.63817 0.21415  C1 1.196
9 H 2.81263 -0.84159 -1.02105  C1 1.084
10 H 2.47668 -1.45564 0.70227  C1 1.171
11 H -3.25774 -1.13454 1.05644  C2 1.058
12 H -2.80445 -1.43782 -0.51032  C2 1.081
13 H -1.98058 -2.24488 0.82033  C2 1.038
14 H -2.28375 0.41385 -1.31870  C3 1.050
15 H -1.03727 2.49965 -1.28275  N6 0.992
16 H -0.11627 1.91027 -0.03843  N6 1.035
17 H 2.81636 1.58339 0.10761  N4 1.080
18 H -0.58778 -0.14897 0.94979  N7 1.025

orbital gap: 9.2 eV
total charge: +1
lowest unoccupied orbital energy: -3.73 eV

=====

Version b
Here is a cluster of 2 separate species, C3H11N4 in total from the OMol25 dataset. Energies are from ωB97M-V/def2-TZVPD.

Bonds (Å) are listed after each position.
Geometry (Å):
1 N 0.43201 -2.57206 1.80784  C2 1.327, H4 0.998, H5 0.994
2 C -0.28551 -1.56883 1.31901  N1 1.327, N3 1.324, H6 1.054
3 N -1.60134 -1.42715 1.33332  C2 1.324, H7 0.965, H8 0.971
4 H 0.03342 -3.15061 2.51688  N1 0.998
5 H 1.31423 -2.80041 1.41113  N1 0.994
6 H 0.17685 -0.86078 0.68925  C2 1.054
7 H -2.01798 -0.60580 1.04441  N3 0.965
8 H -2.11655 -2.08237 1.83118  N3 0.971
9 C 0.12387 2.86578 -0.83671  N10 1.462, H13 1.118, H14 1.107, H15 1.093
10 N 0.96458 1.76464 -1.30290  C9 1.462, C11 1.337, H16 1.016
11 C 0.44523 0.57256 -1.61487  N10 1.337, N12 1.340, H17 1.075
12 N 1.07056 -0.59206 -1.39519  C11 1.340, H18 1.025
13 H 0.55510 3.84544 -1.16012  C9 1.118
14 H -0.87766 2.69381 -1.27579  C9 1.107
15 H 0.01266 2.85891 0.25018  C9 1.093
16 H 1.88878 1.76430 -0.88096  N10 1.016
17 H -0.50771 0.61661 -2.11109  C11 1.075
18 H 0.38944 -1.32196 -1.62556  N12 1.025

orbital gap: 8.4 eV
total charge: +1
lowest unoccupied orbital energy: -3.88 eV

=====

Stability, highest: version b